Entry from the OMol25 dataset: a molecular structure, C4H11N2O in a non-equilibrium geometry (ωB97M-V/def2-TZVPD).

Geometry as XYZ:
```
18
Properties=species:S:1:pos:R:3:lowdin_charge:R:1
O 0.41 -1.48 0.89 0.24
N 2.89 -0.69 -0.73 0.02
N -1.20 -0.32 -0.43 0.08
C -0.18 -0.53 0.56 -0.46
C -2.49 -1.01 -0.10 0.04
C 0.46 1.88 0.47 -0.01
C -0.46 0.84 0.92 0.08
H 2.20 -1.23 -1.23 0.01
H 0.22 2.81 0.99 0.10
H 0.44 2.08 -0.61 0.12
H 3.38 -1.30 -0.09 0.03
H 1.49 1.56 0.62 0.10
H -1.38 0.95 1.48 0.15
H -2.23 -2.00 0.22 0.10
H -3.05 -0.97 -1.02 0.11
H -1.09 0.29 -1.23 0.17
H -2.99 -0.48 0.71 0.10
H 3.58 -0.41 -1.42 0.02
```

Output
Maximum force in Eh/bohr: 0.033
Charge: +1
Relative energy (zero: lowest compared OMol25 entry of this formula, charge and spin) in kJ/mol: 393.0


Entry from the OMol25 dataset: 2 unconnected molecules or ions with the total composition C10H16 in a non-equilibrium geometry (ωB97M-V/def2-TZVPD).

Geometry as XYZ:
```
26
Properties=species:S:1:pos:R:3:lowdin_charge:R:1
C -1.95 -0.70 -1.12 0.03
C 2.38 -0.62 -0.86 -0.14
C -0.77 -0.28 1.27 0.01
C -0.53 3.09 0.92 -0.08
C 0.28 1.82 0.66 -0.16
C 1.91 -2.12 -0.71 -0.20
C -0.63 0.59 0.28 -0.15
C -1.45 -1.51 1.10 0.04
C -1.46 0.56 -0.87 0.07
C -1.88 -1.73 -0.17 0.03
H 1.48 -2.23 0.30 0.04
H -1.63 1.40 -1.45 0.12
H 1.68 0.13 -0.53 -0.01
H 1.06 -2.51 -1.52 0.11
H -2.54 -2.47 -0.41 0.11
H -0.38 3.73 -0.10 0.13
H -0.36 -0.14 2.19 0.11
H 2.72 -0.74 -2.00 0.12
H 0.70 1.62 1.71 0.14
H 1.06 2.00 -0.15 0.13
H 2.61 -2.95 -0.98 0.07
H -1.53 -2.22 1.93 0.15
H -2.52 -1.01 -1.95 0.12
H 3.34 -0.59 -0.28 0.08
H -1.54 3.11 1.11 0.05
H -0.04 3.76 1.65 0.09
```

Output
Spin multiplicity: 2
Maximum force in Eh/bohr: 0.119
Charge: +1
<S²>: 0.765
Relative energy (zero: lowest compared OMol25 entry of this formula, charge and spin) in kJ/mol: 273.4


Entry from the OMol25 dataset: a molecular structure, C18H21NO2 in a non-equilibrium geometry (ωB97M-V/def2-TZVPD).

Geometry as XYZ:
```
42
Properties=species:S:1:pos:R:3:lowdin_charge:R:1
O -0.29 2.87 1.22 -0.09
O 1.08 1.94 -2.66 0.07
N 0.78 1.02 -0.57 0.12
C -2.60 0.10 3.81 0.05
C 1.56 3.12 -0.70 -0.01
C -0.37 1.29 3.19 -0.01
C 1.51 -1.44 -0.84 -0.13
C 0.49 -0.25 -1.35 -0.05
C -0.96 3.37 0.22 -0.47
C -0.11 4.02 -0.56 0.00
C 0.41 -5.38 -2.39 -0.09
C 0.13 -4.76 -1.24 -0.12
C -1.11 0.51 4.05 -0.06
C 1.62 -3.07 -2.63 0.04
C 1.17 -2.82 -1.38 -0.28
C -2.48 1.60 1.89 -0.11
C 1.19 -4.52 -3.01 -0.02
C 0.50 -3.69 -0.46 0.00
C -1.25 1.85 2.21 -0.09
C 1.07 2.12 -1.45 -0.58
C -3.23 0.71 2.57 -0.04
H 2.06 2.97 0.26 0.12
H 0.34 -6.09 -2.82 -0.03
H -4.13 0.49 2.40 0.02
H 1.64 -4.63 -4.14 0.15
H -1.70 3.81 0.50 0.05
H 2.51 -1.12 -1.27 0.11
H 0.92 1.15 0.29 0.01
H -0.03 4.28 -1.40 -0.03
H -0.20 -0.69 -0.79 0.06
H -2.94 2.08 0.88 0.18
H -3.11 -0.62 4.58 0.12
H -1.30 2.48 -0.46 0.18
H 0.58 5.09 0.12 0.22
H 0.55 -0.32 -2.31 0.05
H 2.12 3.79 -1.31 0.10
H 0.75 1.58 3.54 0.18
H -0.83 0.06 4.80 -0.01
H -0.28 -5.62 -0.45 0.15
H 2.05 -2.41 -3.12 0.03
H 0.12 -3.38 0.37 0.05
H 1.79 -1.50 0.39 0.17
```

Output
Maximum force in Eh/bohr: 0.380
Relative energy (zero: lowest compared OMol25 entry of this formula, charge and spin) in kJ/mol: 1916.5